Record 1
Below is 2 unconnected molecules or ions with the total composition C2H5ClOS, with properties calculated with ωB97M-V with the def2-TZVPD basis set.

```
10
C2H5ClOS | the OMol25 dataset | ωB97M-V with the def2-TZVPD basis set
C -0.74084 0.16740 -1.28292
C 0.64703 0.50461 -1.53560
O 1.34768 1.20210 -0.90688
S 0.00772 -0.35260 2.73485
Cl 1.78443 -0.80911 3.50292
H -1.20857 0.12905 -2.26730
H -0.78351 -0.76086 -0.65630
H -1.28175 0.79889 -0.62319
H 1.06304 0.07513 -2.53522
H -0.83523 -0.95461 3.56964
```

As for the charge: 0. As for the energy: -1012.775566 Ha. As for the SMILES: CC=O.SCl. For the highest occupied orbital energy, the calculation gives -9.45 eV. The value obtained for the frontier orbital gap is 9.49 eV. For the strongest force on any atom, the calculation gives 3.143 eV/A.

Record 2
Below is a molecular structure, C5H15INO2, with properties calculated with ωB97M-V with the def2-TZVPD basis set.

```
24
C5H15INO2 | the OMol25 dataset | ωB97M-V with the def2-TZVPD basis set
I 2.62697 0.49998 1.04739
C -3.47480 -0.91675 1.56840
C -2.17264 -0.16496 1.31200
C -1.31021 -0.95388 0.36757
O -0.13681 -0.13570 0.24334
C 0.77859 -0.81540 -0.57714
N -2.54760 1.16525 0.74493
H -3.34076 -1.79519 2.19965
H -3.90433 -1.34107 0.66091
H -4.22262 -0.28205 2.04381
H -1.69737 0.07913 2.26207
H -1.79045 -1.26276 -0.56091
H -1.01938 -1.86467 0.89099
H 1.72973 -0.29434 -0.68640
H 0.31553 -0.88342 -1.56155
H 1.03691 -1.79286 -0.16980
H -3.20841 1.57983 1.38645
H -3.02629 1.16846 -0.14443
C 4.48717 1.43515 -2.07150
O 3.20059 1.08448 -1.64908
H 4.60001 2.48531 -1.80221
H 5.28164 0.84151 -1.61928
H 4.54852 1.34910 -3.15636
H 3.24602 0.81482 -0.72885
```

As for the charge: -1. As for the energy: -702.397958 Ha. For the highest occupied orbital energy, the calculation gives -2.99 eV. The value obtained for the frontier orbital gap is 6.20 eV. For the strongest force on any atom, the calculation gives 5.623 eV/A.

Record 3
Below is a molecular structure, C3Br2ClFO, with properties calculated with ωB97M-V with the def2-TZVPD basis set.

```
8
C3Br2ClFO | the OMol25 dataset | ωB97M-V with the def2-TZVPD basis set
C -0.09537 0.43247 -0.02520
C 1.15579 -0.09801 -0.03238
C -1.40409 -0.27880 -0.00666
O -2.45525 0.21046 0.01433
F -1.26916 -1.61793 0.00412
Cl -0.21847 2.15589 0.02296
Br 2.63852 1.09829 0.00735
Br 1.64803 -1.90238 0.01549
```

As for the charge: 0. As for the energy: -5897.620933 Ha. For the highest occupied orbital energy, the calculation gives -10.03 eV. The value obtained for the frontier orbital gap is 9.39 eV. For the strongest force on any atom, the calculation gives 1.925 eV/A.

Record 4
Below is 15 unconnected molecules or ions with the total composition C57H84N6O9, with properties calculated with ωB97M-V with the def2-TZVPD basis set.

```
156
C57H84N6O9 | the OMol25 dataset | ωB97M-V with the def2-TZVPD basis set
N 8.70278 -5.80891 1.35511
C 8.79035 -6.33469 2.57705
C 7.67632 -6.58693 3.36674
C 6.43680 -6.37135 2.78384
C 6.30041 -5.88819 1.50107
C 7.46097 -5.47409 0.88244
H 9.79711 -6.53717 2.91146
H 7.82358 -6.97943 4.36205
H 5.52070 -6.62812 3.29495
H 5.32121 -5.69164 1.09003
H 7.33664 -5.06605 -0.10975
N 5.68356 -0.28959 6.61204
C 5.61501 -0.49414 5.24620
C 4.84047 -1.48812 4.67535
C 4.08814 -2.28133 5.58724
C 4.06256 -1.97831 6.92890
C 4.83403 -0.95320 7.37744
H 6.27322 0.16436 4.69891
H 4.74449 -1.73453 3.62823
H 3.64746 -3.16716 5.15421
H 3.54676 -2.57575 7.66607
H 4.96149 -0.86832 8.44653
N -7.72081 -0.38713 -5.68060
C -6.87103 -0.87195 -4.70283
C -6.23965 -0.01480 -3.77134
C -6.40236 1.33654 -3.94932
C -7.19423 1.87020 -4.95926
C -7.82335 0.98100 -5.85588
H -6.73198 -1.91638 -4.46569
H -5.58349 -0.32686 -2.97229
H -5.98423 2.00120 -3.20784
H -7.19665 2.93887 -5.11525
H -8.48352 1.45973 -6.56398
N -0.49203 -5.56925 4.63988
C 0.08596 -6.37678 3.67862
C 0.66741 -7.59958 3.96589
C 0.54940 -8.06086 5.26602
C -0.04681 -7.29511 6.27273
C -0.56041 -6.04471 5.92585
H 0.06396 -5.99272 2.66945
H 1.11039 -8.21926 3.20028
H 1.02222 -9.00460 5.49452
H -0.11719 -7.61320 7.30243
H -0.98739 -5.38399 6.66581
N -6.78480 -3.36752 0.62340
C -7.65049 -4.09810 -0.10224
C -7.22517 -5.13355 -0.91140
C -5.85709 -5.43389 -1.01895
C -4.94922 -4.77815 -0.15687
C -5.47935 -3.81629 0.71413
H -8.68949 -3.81375 -0.02457
H -7.92257 -5.66251 -1.54404
H -5.49994 -6.26033 -1.61549
H -3.91342 -5.05279 -0.02236
H -4.88503 -3.24306 1.41025
N 0.55776 0.05290 -6.75448
C 1.17505 0.49970 -7.88735
C 0.76436 1.68793 -8.55446
C -0.19603 2.48678 -7.96768
C -0.85741 2.02510 -6.84351
C -0.47288 0.81114 -6.26216
H 2.13570 0.12415 -8.20753
H 1.35571 1.91429 -9.42937
H -0.50244 3.42181 -8.41288
H -1.71906 2.53793 -6.44230
H -1.05144 0.40203 -5.44712
C 1.27101 -0.25504 0.67956
C -0.12083 -0.26072 0.11315
O -0.71610 -1.31218 -0.08894
C -0.75913 1.09203 -0.24050
H 1.92083 0.26231 -0.02626
H 1.46300 -1.32709 0.72368
H 1.25501 0.16702 1.68440
H -1.58599 0.89381 -0.92250
H -0.12596 1.82488 -0.74063
H -1.21170 1.47748 0.67312
C 7.05969 -1.49585 -4.27829
C 5.76197 -1.87632 -3.68147
O 5.37746 -1.45574 -2.57965
C 4.85374 -2.69864 -4.56393
H 7.58464 -2.41640 -4.53348
H 7.63685 -1.09004 -3.44744
H 6.99527 -0.79311 -5.10900
H 4.89268 -2.38798 -5.60799
H 3.81350 -2.66630 -4.23997
H 5.20127 -3.73175 -4.56011
C 3.75724 5.16577 -5.87677
C 4.16025 4.43849 -4.59059
O 5.11270 4.79157 -3.91852
C 3.41197 3.14663 -4.29924
H 2.77972 4.84367 -6.23568
H 4.46992 4.91857 -6.66359
H 3.73465 6.24710 -5.74151
H 2.32797 3.26071 -4.29610
H 3.69195 2.86805 -3.28332
H 3.63365 2.35532 -5.01535
C -2.07705 6.63300 5.33214
C -1.54360 6.85710 3.91096
O -1.59650 6.04697 3.02490
C -0.97519 8.21024 3.64349
H -2.58798 7.52783 5.68760
H -1.22646 6.53465 6.00663
H -2.73508 5.76427 5.35130
H -1.13718 8.96612 4.41194
H -1.21902 8.63655 2.67039
H 0.09481 8.01001 3.69927
C -0.48156 -5.88063 -4.19445
C 0.51952 -6.80417 -3.49164
O 1.04983 -6.49859 -2.43819
C 0.86726 -8.11059 -4.08724
H 0.00694 -5.36675 -5.02234
H -0.86097 -5.06419 -3.57998
H -1.37266 -6.43646 -4.48614
H 1.80740 -8.05670 -4.63618
H 0.20179 -8.59625 -4.80095
H 1.10432 -8.81053 -3.28600
C -3.02934 7.83160 -2.04825
C -2.60066 6.79985 -3.11174
O -2.51522 5.59097 -2.87557
C -2.31324 7.37780 -4.45616
H -3.11746 7.30828 -1.09616
H -4.07219 8.11926 -2.18171
H -2.27666 8.61898 -2.08827
H -2.51745 6.74445 -5.31946
H -1.22840 7.47683 -4.41864
H -2.74850 8.35925 -4.64432
C 3.41066 4.68966 1.40953
C 3.89279 5.23995 2.69989
O 4.59145 6.26185 2.74499
C 3.41228 4.61757 3.99397
H 2.82388 3.78883 1.58920
H 4.26149 4.50505 0.75370
H 2.81672 5.38272 0.81370
H 2.71846 5.30473 4.47825
H 4.23860 4.26508 4.61126
H 2.90484 3.71872 3.64370
C -6.62313 2.04300 2.05894
C -6.48964 3.48294 2.61040
O -6.35826 3.71717 3.79087
C -6.56954 4.58151 1.59229
H -5.64960 1.81078 1.62720
H -7.33139 2.06878 1.23081
H -6.92810 1.32274 2.81809
H -6.15837 4.34787 0.61022
H -5.94166 5.41318 1.91199
H -7.61106 4.89720 1.53173
C -2.80330 -0.13703 5.53524
C -2.28901 0.33505 6.85291
O -2.89687 0.19591 7.89725
C -0.98649 1.08391 6.91111
H -2.90953 0.65342 4.79227
H -3.67625 -0.74157 5.78139
H -1.97747 -0.75433 5.18164
H -1.17987 2.15409 6.83757
H -0.28934 0.87448 6.09981
H -0.32980 0.91942 7.76540
```

As for the charge: 0. As for the energy: -3227.827389 Ha. For the highest occupied orbital energy, the calculation gives -9.41 eV. The value obtained for the frontier orbital gap is 9.44 eV. For the strongest force on any atom, the calculation gives 3.530 eV/A.

- The highest strongest force on any atom belongs to which entry?
  C5H15INO2

What did the first record say?
Below is 2 unconnected molecules or ions with the total composition C2H5ClOS, with properties calculated with ωB97M-V with the def2-TZVPD basis set.

```
10
C2H5ClOS | the OMol25 dataset | ωB97M-V with the def2-TZVPD basis set
C -0.74084 0.16740 -1.28292
C 0.64703 0.50461 -1.53560
O 1.34768 1.20210 -0.90688
S 0.00772 -0.35260 2.73485
Cl 1.78443 -0.80911 3.50292
H -1.20857 0.12905 -2.26730
H -0.78351 -0.76086 -0.65630
H -1.28175 0.79889 -0.62319
H 1.06304 0.07513 -2.53522
H -0.83523 -0.95461 3.56964
```

As for the charge: 0. As for the energy: -1012.775566 Ha. As for the SMILES: CC=O.SCl. For the highest occupied orbital energy, the calculation gives -9.45 eV. The value obtained for the frontier orbital gap is 9.49 eV. For the strongest force on any atom, the calculation gives 3.143 eV/A.